Entry 1:
# C3H2O3Y

A molecular structure, C3H2O3Y in a non-equilibrium geometry (ωB97M-V/def2-TZVPD, the Open Molecules 2025 dataset).

Structure (XYZ):
```
9
Properties=species:S:1:pos:R:3:forces:R:3:mulliken_charge:R:1
O -2.74450 0.02843 1.19102 0.6 -0.5 -3.5 0.014
C -2.06401 -0.02382 0.26655 -0.8 0.1 7.2 0.666
C -0.88294 0.09914 -0.44879 -3.0 3.0 -2.3 -0.541
O 0.13671 -0.78928 -0.16992 0.9 -0.7 -0.3 -0.250
C 1.27442 -0.14470 0.08197 -0.1 -1.5 -0.5 0.277
O 2.21977 -0.97109 0.24255 -0.7 0.8 -0.1 -0.141
H 3.07676 -0.53203 0.36850 0.7 -0.3 0.2 0.462
Y 0.65398 2.17428 -0.14536 -0.7 -0.2 -0.2 2.108
H -1.67019 0.15906 -1.38653 3.1 -0.7 -0.5 0.405
```
Forces are in eV/Å.

Kohn-Sham gap in eV: 8.50
E_LUMO in eV: -16.190
Total charge: +3
ΔE to the lowest compared entry with this formula, charge and spin in kcal per mole: 53.8
HOMO energy in eV: -24.7

***

Entry 2:
# C5H24N2O7

7 unconnected molecules or ions with the total composition C5H24N2O7 in a non-equilibrium geometry (ωB97M-V/def2-TZVPD, the Open Molecules 2025 dataset).

Structure (XYZ):
```
38
Properties=species:S:1:pos:R:3:forces:R:3:mulliken_charge:R:1
C -1.91477 1.06504 0.44142 1.1 -2.3 0.0 -0.277
C -2.78225 0.96514 -0.81885 0.1 -2.0 -0.8 -0.789
C -2.15716 0.22723 -2.12697 -0.3 -1.9 3.2 -0.721
C -0.62314 0.31741 -2.16736 -0.7 1.4 -1.5 0.588
O -0.02049 -0.75476 -2.06527 0.8 1.7 0.0 -0.711
N -0.15292 1.63876 -2.40133 -2.8 -1.0 0.7 -0.152
C 1.22864 2.19088 -2.52215 -1.6 -0.7 2.2 -0.448
N 2.07817 1.57567 -1.49131 1.1 3.7 1.6 -0.611
H -1.06963 1.61817 0.08449 0.5 1.3 0.9 0.206
H -2.47318 1.39298 1.37426 1.1 -0.1 -1.3 0.385
H -1.29891 0.03717 0.67951 -2.1 1.9 -0.5 -0.242
H -3.23943 1.86774 -1.18122 0.3 1.0 0.3 0.464
H -3.63642 0.37107 -0.57511 -0.8 -0.5 0.1 0.333
H -2.76045 0.54708 -2.93681 0.1 0.7 -1.2 0.386
H -2.38563 -0.92446 -2.06832 0.5 2.2 0.0 0.172
H -0.94209 2.34773 -2.26374 1.7 -1.5 -0.4 0.282
H 1.46734 2.02134 -3.56406 1.0 0.0 0.0 0.315
H 1.02039 3.25233 -2.31392 0.8 -0.3 -0.3 0.299
H 2.13759 2.13560 -0.50481 -0.5 -1.4 -3.3 0.284
H 1.72204 0.69787 -1.25721 -0.4 -1.8 0.3 0.278
O 0.43919 0.43174 2.99882 0.2 1.4 -1.9 -0.643
H 0.33965 -0.03453 2.12740 -0.1 0.1 2.0 0.325
H 0.27323 -0.08071 3.78963 0.2 -1.0 -0.6 0.329
O 1.69386 2.82251 1.67679 -0.2 0.8 -1.1 -0.633
H 1.65635 1.90638 1.93686 0.1 -0.3 0.9 0.319
H 2.21682 3.34684 2.28440 0.1 -0.4 0.3 0.276
O 2.91359 -0.98797 0.23447 -3.3 3.2 5.1 -0.538
H 3.07424 -1.43566 1.06169 0.7 -0.7 -0.7 0.296
H 3.23929 -1.23725 -0.54055 2.6 -2.5 -4.4 0.243
O 0.41418 -2.03793 3.98844 0.2 -0.5 -0.4 -0.651
H -0.54532 -2.03725 4.18390 0.8 -0.7 -0.6 0.357
H 0.63555 -2.61037 3.19641 -0.9 0.6 1.8 0.297
O -0.78557 -3.46408 1.90393 1.3 2.2 2.2 -0.679
H -0.38602 -2.53609 1.93746 -1.2 -1.8 0.0 0.325
H -0.84542 -3.50628 0.97032 -0.2 -0.5 -2.0 0.375
O -1.09080 -2.74451 -0.53715 3.9 0.8 -2.3 -0.758
H -0.78650 -1.96283 -1.13424 0.9 -1.7 0.7 0.368
H -1.91002 -2.39208 -0.47468 -4.9 0.9 1.1 0.351
```
Forces are in eV/Å.

Kohn-Sham gap in eV: 9.81
E_LUMO in eV: 0.401
ΔE to the lowest compared entry with this formula, charge and spin in kcal per mole: 92.9
HOMO energy in eV: -9.4

***

Entry 3:
# C46H58O4

11 unconnected molecules or ions with the total composition C46H58O4 in a non-equilibrium geometry (ωB97M-V/def2-TZVPD, the Open Molecules 2025 dataset).

Structure (XYZ):
```
108
Properties=species:S:1:pos:R:3:forces:R:3:mulliken_charge:R:1
C 2.20839 -2.60132 -0.98042 1.1 0.5 0.3 -0.457
C 3.05962 -3.60192 -1.43872 -0.4 -0.3 1.1 -0.627
C 3.84133 -4.33922 -0.54539 -0.4 0.9 0.0 -0.666
C 3.80208 -3.93369 0.78994 -0.4 -0.6 -0.2 -0.735
C 2.90378 -2.98965 1.28192 0.7 0.6 -0.4 -0.408
C 2.20613 -2.22041 0.36348 -1.4 -0.4 0.5 0.780
H 1.68405 -2.06193 -1.73743 -0.6 0.4 -0.1 0.530
H 3.01752 -3.80712 -2.47225 0.2 -0.4 -1.0 0.535
H 4.44085 -5.19930 -0.85539 0.0 0.5 0.1 0.416
H 4.46807 -4.42686 1.44090 0.5 -0.6 1.0 0.493
H 2.77940 -2.73941 2.34224 0.4 -0.3 -0.4 0.205
H 1.53664 -1.46128 0.80342 0.3 -0.2 -0.8 0.011
C 3.09022 0.59271 4.80582 -0.4 0.8 -0.5 -1.052
C 2.47033 1.60685 5.51854 0.0 -0.4 0.8 -0.348
C 1.46573 2.36971 4.94341 0.7 -0.7 0.0 -0.758
C 1.10441 2.11949 3.64394 -0.5 0.6 -1.4 -0.626
C 1.71958 1.14202 2.84661 0.6 0.3 0.6 0.309
C 2.73085 0.43068 3.45381 1.7 -1.6 0.0 0.137
H 3.88450 0.04849 5.30043 0.0 -0.2 -0.3 0.442
H 2.75727 1.78545 6.55781 0.0 0.0 -0.3 0.328
H 1.04090 3.16549 5.50717 -0.4 0.5 0.2 0.470
H 0.42278 2.83157 3.18897 -0.3 -0.3 -0.1 0.310
H 1.58000 0.96203 1.77768 -0.5 0.4 0.4 0.351
H 3.37264 -0.26387 2.84491 -0.9 0.6 0.5 0.366
C 5.47530 0.20768 -0.22368 0.3 -1.7 -0.3 -0.292
C 4.29525 0.50300 -0.87351 -0.5 0.5 -0.6 -0.542
C 3.61368 1.67967 -0.51878 1.4 -0.2 0.9 -0.246
C 4.07945 2.47465 0.54588 1.2 -1.4 -0.9 -0.230
C 5.27500 2.12774 1.19082 -0.5 -0.1 -0.5 -0.512
C 5.97018 0.99322 0.77513 0.1 0.4 0.7 -0.518
H 6.05681 -0.71924 -0.41450 -0.7 0.7 -0.3 0.288
H 3.98663 -0.14063 -1.70763 -0.2 0.4 0.4 0.451
H 2.80028 2.06753 -1.06249 -1.0 -0.1 -0.6 0.329
H 3.60302 3.39829 0.75437 -0.5 0.6 0.4 0.426
H 5.63158 2.77110 1.96815 0.3 0.1 0.4 0.458
H 6.89778 0.61519 1.17942 0.1 0.6 0.5 0.356
C -0.88107 3.37581 -2.00181 0.4 -0.2 -0.5 -0.315
C -2.13014 3.72771 -1.52771 -0.7 0.6 0.9 -0.842
C -2.26259 4.25348 -0.23733 -0.2 0.3 -0.1 0.082
C -1.14002 4.45087 0.53781 0.8 -0.1 0.8 -0.634
C 0.11859 4.11900 0.05305 0.6 -0.6 -0.7 -0.371
C 0.25447 3.53502 -1.21847 -1.0 1.1 1.2 -0.417
H -0.73100 3.01512 -3.00922 -0.2 -0.2 -0.1 0.482
H -3.06448 3.69797 -2.08237 0.4 -0.4 -0.4 0.398
H -3.23046 4.59846 0.14590 0.3 -0.4 -0.3 0.371
H -1.18312 4.81023 1.56862 -0.3 0.2 -0.4 0.341
H 1.03568 4.28725 0.62943 -0.5 0.0 0.0 0.278
H 1.23635 3.33460 -1.57325 0.5 -0.3 -0.5 0.626
C 2.58661 3.49795 -4.71260 0.3 -2.7 0.2 -0.394
C 2.96299 2.08968 -4.68262 -1.0 1.6 -0.9 -0.385
C 2.12631 1.18535 -5.35716 0.7 0.5 0.6 -0.257
C 0.95024 1.56151 -5.99200 1.9 0.7 0.4 -0.575
C 0.66598 2.90115 -5.99146 -1.3 0.5 0.2 -0.325
C 1.40427 3.88092 -5.34662 1.2 0.6 0.6 -0.494
H 3.24722 4.16798 -4.19590 0.0 0.5 0.0 0.426
H 3.92657 1.76619 -4.25372 -0.7 0.2 -0.1 0.397
H 2.40884 0.16913 -5.42790 0.4 -1.0 0.1 0.449
H 0.44071 0.86789 -6.61625 -0.7 -0.4 -0.1 0.460
H -0.26256 3.15850 -6.43056 -0.7 0.6 -0.6 0.377
H 1.15698 4.96982 -5.33444 -0.1 -1.2 -0.2 0.314
C -5.64093 3.11470 0.51380 -0.5 -2.0 0.3 -0.470
C -5.29369 1.82667 0.93408 1.0 -0.3 -0.6 -0.544
C -5.65743 0.69036 0.19377 -0.5 2.0 0.2 -0.498
C -6.58019 0.82580 -0.82391 -0.2 -0.5 -0.5 -0.449
C -7.00065 2.08683 -1.21641 -0.6 -0.1 0.1 -0.459
C -6.50732 3.17215 -0.55071 0.2 1.5 0.1 -0.294
H -5.37696 4.01298 1.01872 0.4 0.4 0.4 0.602
H -4.60205 1.63041 1.73429 0.2 0.4 0.4 0.390
H -5.21579 -0.24266 0.39995 0.2 -1.0 0.5 0.631
H -6.95069 -0.08449 -1.27184 -0.1 0.1 -0.4 0.373
H -7.77558 2.34304 -1.93548 0.2 -0.8 -0.2 0.369
H -6.81166 4.15853 -0.83816 -0.3 0.4 -0.4 0.343
C -2.28452 -2.65280 3.75409 -0.4 -0.2 -0.3 -0.570
C -1.57801 -1.66742 4.43485 -1.1 0.7 -0.1 -0.394
C -0.22527 -1.77435 4.62657 1.3 -0.1 1.3 -0.077
C 0.45508 -2.91398 4.23725 2.0 -1.2 -1.1 -0.383
C -0.18494 -3.88490 3.44155 -0.8 1.3 0.5 -0.346
C -1.57845 -3.72736 3.23758 1.8 -0.7 0.2 -0.454
H -3.37851 -2.58559 3.61963 0.7 0.0 0.1 0.377
H -2.11971 -0.79948 4.82388 0.2 -0.3 -0.2 0.386
H 0.37007 -1.05885 5.22201 -0.7 -0.1 -0.5 0.304
H 1.57541 -3.04177 4.47183 -1.9 0.4 -0.4 0.320
H 0.30789 -4.72486 2.93862 0.0 0.3 0.6 0.385
H -1.95063 -4.59348 2.73644 -1.2 0.0 -0.5 0.458
C -0.13449 -5.75782 -0.78218 2.5 0.5 0.4 -0.643
O -0.96690 -4.63861 -0.52943 -1.2 -0.2 0.5 -0.391
H 0.67843 -5.90610 0.00309 -1.1 0.4 -0.6 0.185
H -0.60598 -6.74424 -0.88785 -0.5 0.7 -0.1 0.288
H 0.43211 -5.45044 -1.67667 -0.2 -0.8 0.0 0.256
H -0.64870 -4.06588 0.17955 0.3 -0.3 -0.1 0.190
C -4.80392 -3.81040 -0.71722 -1.8 -0.2 -0.4 -0.759
O -3.59333 -3.39441 -1.23007 2.8 -0.5 -0.2 -0.383
H -5.57559 -3.59791 -1.47937 0.2 0.5 0.3 0.271
H -4.98201 -4.87259 -0.61330 0.8 -0.6 0.3 0.321
H -5.09639 -3.33187 0.22488 0.2 0.1 -0.1 0.262
H -2.77013 -3.95151 -1.01195 -1.8 0.8 -0.1 0.322
C -1.55369 0.70897 0.61373 0.5 -0.3 -1.2 -0.705
O -0.31897 0.08442 0.18039 -1.3 -0.2 0.4 0.019
H -2.00971 0.21976 1.43587 -0.3 -1.1 1.0 0.557
H -1.31688 1.67531 0.99613 0.2 0.9 -0.2 0.119
H -2.32289 0.74871 -0.18990 0.7 0.2 0.3 0.171
H -0.62757 -0.74987 -0.22271 0.4 0.5 -0.2 -0.141
C -1.26589 -1.23465 -3.23434 -0.4 -1.1 -1.7 -0.933
O -1.41587 -1.47441 -1.86841 -1.1 -0.2 0.0 -0.053
H -0.39739 -0.69747 -3.50070 1.2 0.8 0.3 0.264
H -1.18437 -2.19517 -3.80511 -0.2 0.5 0.3 0.298
H -2.09285 -0.66117 -3.66125 -0.2 0.0 0.1 0.340
H -2.33089 -1.82040 -1.86357 0.5 -0.1 0.9 0.176
```
Forces are in eV/Å.

Kohn-Sham gap in eV: 9.59
E_LUMO in eV: 0.655
ΔE to the lowest compared entry with this formula, charge and spin in kcal per mole: 2.2
HOMO energy in eV: -8.9

***

Entry 4:
# C6H12O

2 unconnected molecules or ions with the total composition C6H12O in a non-equilibrium geometry (ωB97M-V/def2-TZVPD, the Open Molecules 2025 dataset).

Structure (XYZ):
```
19
Properties=species:S:1:pos:R:3:forces:R:3:mulliken_charge:R:1
C -0.12656 0.16285 2.80832 0.8 -0.9 -0.7 -0.892
C -0.27768 0.32914 1.49012 -0.4 0.7 1.5 -0.110
C 0.78087 0.21334 0.51664 -0.5 0.6 -0.3 -0.252
C 0.58104 0.44552 -0.77987 1.2 1.4 0.1 0.919
C -0.50440 1.29566 -1.33950 -1.9 -1.3 -1.3 -1.327
C 1.71776 0.17211 -1.72437 0.5 -0.1 -0.6 -1.408
H 0.88340 -0.02005 3.15080 0.0 -0.2 0.5 0.277
H -0.95800 -0.06809 3.45307 -0.1 0.7 0.3 0.264
H -1.28647 0.63483 1.24146 0.0 -0.4 -0.9 0.219
H 1.79501 0.00410 0.83086 -0.1 -0.7 0.3 0.293
H -0.16834 2.15527 -1.91783 0.4 0.1 0.3 0.316
H -1.00410 0.67400 -2.09887 0.1 0.1 -0.3 0.338
H -1.38238 1.58237 -0.75619 0.6 0.1 0.7 0.336
H 1.85433 -0.87896 -1.95867 -0.1 -0.4 0.3 0.304
H 1.61201 0.60848 -2.71491 -0.3 0.4 0.0 0.379
H 2.67337 0.52570 -1.32367 -0.1 0.0 0.0 0.346
O -1.65209 -2.68081 0.39864 -0.7 0.1 -0.1 -0.622
H -2.33332 -3.13677 -0.11001 0.3 -0.3 -0.2 0.311
H -2.20446 -2.01869 0.83399 0.5 0.2 0.2 0.309
```
Forces are in eV/Å.

Kohn-Sham gap in eV: 8.88
E_LUMO in eV: 0.799
ΔE to the lowest compared entry with this formula, charge and spin in kcal per mole: 46.3
HOMO energy in eV: -8.1